Here is a cluster of 11 separate species, C4H32NO11S in total from OMol25. Energies are from the ωB97M-V functional and the def2-TZVPD basis.

Values from the calculation:
LUMO energy	-2.727	eV
electronic energy	-1451.9523	a.u.
strongest force on any atom	2.28	eV Å⁻¹
2S+1	1
net charge	+1
E_HOMO	-11.86	eV

The geometry in XYZ format:
```
49
Properties=species:S:1:pos:R:3:forces:R:3:mulliken_charge:R:1
C 1.58733 1.01893 -0.15000 0.167 -0.214 0.127 -0.8578
O 1.84162 1.92665 -1.16500 0.858 0.314 -0.883 -0.3970
C 0.36498 0.13950 -0.49274 -0.404 0.076 -0.179 0.2705
C -0.72959 0.28730 0.56730 -0.183 0.351 -1.465 0.4966
C -1.45580 1.66143 0.59783 2.038 0.516 -0.877 -1.1353
S -1.23648 2.67312 -0.96263 -0.617 -0.370 0.159 -0.2060
N 0.73465 -1.33319 -0.59328 1.664 1.139 -0.785 0.1308
H 1.46275 1.50302 0.81606 -0.443 0.248 0.147 0.1670
H 2.51262 0.43343 0.02218 -0.443 -0.090 -0.414 0.3978
H 1.49810 2.82307 -1.10753 -0.014 -0.042 0.668 0.3315
H 0.00033 0.39059 -1.51287 0.306 0.102 0.915 0.4075
H -0.25311 0.14007 1.51641 0.019 -0.107 0.201 -0.4412
H -1.46900 -0.47769 0.38472 -0.162 -0.317 0.166 0.2184
H -0.85386 2.29597 1.25789 -0.870 -0.178 0.526 0.1781
H -2.51959 1.61553 0.79865 0.164 -0.020 0.390 0.5261
H -2.53032 2.74387 -1.28240 -0.047 0.070 -0.105 0.1599
H 0.72125 -1.54674 -1.61345 0.442 -0.136 0.970 0.4168
H 1.67650 -1.50920 -0.14214 -1.080 -0.067 -0.733 0.3309
H 0.09661 -1.92239 -0.10725 -1.071 -0.802 0.366 0.2310
H 1.32147 -1.37705 4.46854 -0.059 0.211 -0.019 0.2914
H 0.91408 -0.10558 3.61725 0.865 0.107 0.183 0.3257
O 1.11366 -1.06159 3.58084 -0.536 -0.116 0.107 -0.7048
H 1.55894 2.34907 3.24231 0.190 -0.230 -0.016 0.2918
H 0.22108 2.13994 3.91366 -0.014 -0.113 -0.021 0.2709
O 0.91030 1.66058 3.43554 -0.294 0.483 0.116 -0.6038
H -1.30705 -2.95603 -2.89145 0.230 0.145 -0.348 0.3326
H -2.04959 -1.74282 -2.45908 0.336 0.156 -0.598 0.2840
O -1.41121 -2.02414 -3.14321 -0.497 -0.292 1.103 -0.6864
H -0.71906 -0.70889 3.30893 -0.469 0.006 0.596 0.3053
H -2.10057 0.16634 3.55404 0.587 -0.110 0.642 0.2711
O -1.58990 -0.42130 2.99387 -0.816 -0.072 -0.152 -0.6315
H -2.43303 -2.80275 -0.21530 0.258 0.139 0.500 0.2543
H -1.57011 -3.98088 0.21113 0.080 -0.018 0.018 0.2675
O -1.52121 -3.13554 -0.24788 -0.123 -0.167 -0.395 -0.5799
H -2.79573 -1.10833 1.96788 -0.238 -0.424 -0.146 0.3843
H -4.21957 -1.55341 1.39429 0.080 0.152 0.257 0.2910
O -3.26773 -1.63690 1.29146 -0.229 -0.027 -0.360 -0.5996
H 1.52085 -2.12892 2.20244 0.343 -0.113 -0.896 0.3861
H 2.88944 -2.62493 1.90305 0.173 -0.166 -0.435 0.2818
O 2.05718 -2.47123 1.43727 -0.209 0.229 1.259 -0.6675
H -0.80821 0.57810 -5.18903 -0.411 -0.718 0.420 0.2789
H -0.59089 -0.68118 -4.12181 -0.831 0.164 -0.591 0.3903
O -0.22835 0.06205 -4.62048 1.366 0.648 0.201 -0.5978
H 2.59365 3.65267 -2.89067 -0.018 0.091 -0.004 0.3257
H 1.28011 4.35851 -2.54058 0.042 0.158 -0.253 0.3176
O 2.23461 4.41124 -2.41536 -0.199 -0.116 0.175 -0.6655
H 1.58653 0.36178 -3.29314 -0.345 -0.284 -0.107 0.2663
H 2.92240 0.16034 -2.64117 -0.315 -0.347 0.146 0.2762
O 2.03894 -0.24243 -2.68509 0.730 0.152 -0.576 -0.5816
```
Forces are in eV/Å.